[1]
{"formula": "C3H4ClP", "method": "ωB97M-V with the def2-TZVPD basis set", "e_homo_ev": [-8.118, -8.145], "e_above_lowest_kcal_mol": 61.8, "lumo_energy_ev": [-1.137, -1.117], "orbital_gap_ev": [6.98, 7.03], "energy_ev": -24982.9238, "total_charge": 0, "fmax_ha_per_bohr": 0.0779, "elements": ["C", "C", "C", "P", "Cl", "H", "H", "H", "H"], "positions_angstrom": [[-1.0284, 1.6479, -0.6933], [-0.8235, 0.5783, -0.1535], [-0.8069, -0.7855, 0.3181], [3.4789, 0.6444, 0.5600], [3.0557, -0.9980, -0.3197], [-1.2844, 2.5406, -1.2015], [-1.0492, -1.0245, 1.4225], [0.1140, -1.2146, 0.1777], [-1.6561, -1.3886, -0.1102]], "forces_ev_per_a": [[0.3330, -1.7227, 0.8625], [-1.0367, 1.7668, -0.7577], [-3.2017, -0.8959, 2.2347], [0.5343, 2.1718, 1.1615], [-0.5508, -2.1657, -1.1690], [0.1631, 0.2572, 0.0034], [0.5515, 1.3172, -1.2626], [2.1088, -1.3275, -0.7179], [1.0984, 0.5988, -0.3547]]}

=====

[2]
{"formula": "C3H4CoO3", "method": "ωB97M-V with the def2-TZVPD basis set", "e_homo_ev": [-8.686, -9.027], "spin_multiplicity": 4, "e_above_lowest_kcal_mol": 82.6, "lumo_energy_ev": [-0.505, -1.260], "orbital_gap_ev": [8.18, 7.77], "energy_ev": -46939.3946, "total_charge": 0, "fmax_ha_per_bohr": 0.1325, "elements": ["H", "Co", "O", "C", "C", "O", "O", "C", "H", "H", "H"], "positions_angstrom": [[3.6136, 0.2733, 1.0431], [2.1579, -0.1373, 0.3972], [-1.5366, -0.2489, -1.1322], [-0.9595, -1.3626, -0.7483], [-0.7264, 0.9532, -0.2657], [-0.1657, -1.9672, -1.4662], [-0.5844, -1.1918, 0.5415], [0.0016, 0.1282, 0.7100], [-0.1731, 1.5457, -1.0046], [-1.5126, 1.5810, 0.1643], [-0.1147, 0.4265, 1.7609]], "forces_ev_per_a": [[-0.6614, -0.1428, -0.3196], [-0.7215, 0.0552, 0.4399], [-0.7094, 3.2270, -0.0068], [6.1722, 2.8392, -0.5016], [-2.6972, -0.7542, -1.7754], [-2.5532, -1.5080, 0.1316], [-0.2952, -1.3746, 2.4281], [2.1051, -1.4385, 0.2576], [-0.1655, -0.5408, 0.0345], [-0.1691, -0.3223, -0.2842], [-0.3048, -0.0402, -0.4043]]}

=====

[3]
{"formula": "C3H4CuO2", "method": "ωB97M-V with the def2-TZVPD basis set", "e_homo_ev": [-1.573, -3.725], "spin_multiplicity": 3, "lumo_energy_ev": [4.328, 3.131], "orbital_gap_ev": [5.90, 6.86], "energy_ev": -51906.5891, "total_charge": -1, "fmax_ha_per_bohr": 0.0693, "elements": ["O", "C", "O", "C", "C", "Cu", "H", "H", "H", "H"], "positions_angstrom": [[-0.1697, -2.2282, -2.3987], [-0.0473, -1.0656, -2.0626], [0.1409, -0.8946, -0.4340], [0.6352, 0.3104, 0.2078], [-0.4723, 0.8367, 1.1133], [-1.6643, -0.6424, 0.2548], [0.9774, 1.0527, -0.5336], [1.5316, -0.0094, 0.7670], [-0.7144, 1.8903, 0.9052], [-0.2171, 0.7500, 2.1808]], "forces_ev_per_a": [[0.3153, 2.9766, 1.7959], [0.0149, -1.9978, -2.9501], [-0.1986, -0.3992, 1.5103], [0.5309, -0.1482, -0.0380], [0.6906, 0.1099, -0.2992], [-0.2212, 0.2894, 0.5643], [-0.2874, -0.3170, -0.1346], [-0.1955, 0.1756, -0.0865], [-0.2920, -0.4215, -0.0851], [-0.3571, -0.2680, -0.2769]]}